Entry 1:
Density functional theory data (wB97M-V/def2-TZVPD) for an isolated molecule of C21H16N2O.

Values from the calculation:
- HOMO level: -8.56 eV
- Gap between HOMO and LUMO: 9.15 eV
- E_tot: -27065.84006 eV
- Charge: 0
- Energy relative to the best compared isomer or geometry (same formula, charge and spin): 0.0 kcal per mole
- E_LUMO: 0.59 eV

Geometry as XYZ:
```
40
Properties=species:S:1:pos:R:3:nbo_charge:R:1
C 2.043 1.939 -1.110 -0.663
C 1.652 0.808 -2.003 0.485
N 2.191 0.724 -3.163 -0.513
C 1.847 -0.318 -3.983 0.252
C 2.427 -0.409 -5.253 -0.240
C 2.097 -1.453 -6.086 -0.177
C 1.187 -2.429 -5.679 -0.232
C 0.607 -2.356 -4.434 -0.137
C 0.929 -1.302 -3.576 -0.232
C 0.319 -1.210 -2.256 0.671
O -0.483 -1.990 -1.787 -0.593
N 0.738 -0.092 -1.521 -0.465
C 0.168 0.064 -0.220 0.131
C 0.664 -0.677 0.842 -0.186
C 0.098 -0.541 2.094 -0.197
C -0.964 0.335 2.306 -0.053
C -1.564 0.479 3.641 0.034
C -1.799 -0.640 4.436 -0.224
C -2.366 -0.504 5.689 -0.202
C -2.700 0.751 6.171 -0.216
C -2.467 1.870 5.390 -0.193
C -1.906 1.736 4.133 -0.230
C -1.454 1.068 1.226 -0.213
C -0.899 0.930 -0.031 -0.159
H 2.824 2.511 -1.600 0.247
H 1.190 2.586 -0.915 0.232
H 2.405 1.563 -0.155 0.232
H 3.129 0.354 -5.552 0.225
H 2.546 -1.520 -7.066 0.215
H 0.940 -3.242 -6.345 0.216
H -0.101 -3.096 -4.091 0.235
H 1.484 -1.360 0.680 0.224
H 0.493 -1.110 2.923 0.220
H -1.558 -1.622 4.057 0.216
H -2.551 -1.381 6.293 0.215
H -3.140 0.856 7.151 0.214
H -2.722 2.852 5.762 0.213
H -1.713 2.614 3.534 0.213
H -2.296 1.729 1.368 0.219
H -1.297 1.482 -0.870 0.216
```

---

Entry 2:
Density functional theory data (wB97M-V/def2-TZVPD) for a cluster of 2 separate species, C3H10N3O in total.

Values from the calculation:
- HOMO level: -1.66 eV
- Gap between HOMO and LUMO: 5.85 eV
- E_tot: -9787.75747 eV
- Charge: -1
- Energy relative to the best compared isomer or geometry (same formula, charge and spin): 93.6 kcal per mole
- E_LUMO: 4.19 eV

Geometry as XYZ:
```
17
Properties=species:S:1:pos:R:3:nbo_charge:R:1
C -2.749 0.493 0.420 -0.405
C 1.932 1.067 -0.953 -0.683
C 2.401 -0.705 0.620 -0.466
N -2.534 -0.477 -0.638 -0.874
N 1.452 -0.013 -0.246 -0.129
N 0.268 -0.483 -0.446 0.063
O -0.030 -1.625 0.134 -0.690
H -3.329 0.017 1.216 0.167
H -1.821 0.883 0.863 0.168
H -3.329 1.338 0.032 0.163
H 1.139 1.644 -1.418 0.163
H 2.623 1.675 -0.368 0.139
H -2.047 -0.012 -1.403 0.348
H 3.302 -0.971 0.064 0.199
H 2.670 -0.077 1.472 0.188
H 1.879 -1.604 0.960 0.247
H -1.829 -1.149 -0.308 0.402
```

---

Entry 3:
Density functional theory data (wB97M-V/def2-TZVPD) for a structure of composition C3H5CaO3.

Values from the calculation:
- <S²>: 0.75
- Multiplicity: 2
- HOMO level (spin up / spin down): -5.28 / -7.35 eV
- Gap between HOMO and LUMO (spin up / spin down): 5.38 / 7.17 eV
- E_tot: -27769.40017 eV
- Charge: 0
- Energy relative to the best compared isomer or geometry (same formula, charge and spin): 83.8 kcal per mole
- E_LUMO (spin up / spin down): 0.10 / -0.18 eV

Geometry as XYZ:
```
12
Properties=species:S:1:pos:R:3:lowdin_spin:R:1
H 1.430 -2.287 -0.298 0.004
O -0.892 -1.061 -0.286 0.005
C 0.393 -1.001 -0.810 0.023
C -1.147 0.083 0.529 0.006
O 1.350 -1.391 0.260 0.079
O 0.676 0.457 -0.830 0.074
C -0.418 1.173 -0.234 0.018
H -0.737 -0.054 1.542 0.003
H -2.229 0.237 0.589 0.000
H -0.032 1.976 0.404 0.014
H -1.040 1.603 -1.031 0.000
Ca 2.646 0.266 0.164 0.774
```